54
Properties=species:S:1:pos:R:3:forces:R:3 method="wB97M-V/def2-TZVPD" homo_ev=-9.311 smiles=CC(C)O.CC(C)O.CC(C)O.CO.CO.CO de_lowest_kj_mol=570.1 charge=0 largest_force_ev_per_a=10.48 lumo_ev=0.341 total_energy_ev=-25307.2927
H -3.24598 -0.41344 -0.02654 -0.5958 -0.3532 -0.0666
H -2.90298 1.08656 0.63846 0.0237 0.5793 0.8042
H 5.51202 1.72756 0.76146 -0.0206 -0.1165 -0.3362
H -0.24398 1.77656 -0.12654 -0.1839 -0.0218 0.0357
H 3.33602 4.45556 -1.27354 0.5348 0.4523 0.3860
H 1.61502 0.26556 -0.27054 0.0495 -0.4770 -0.7090
H 6.76302 0.78356 -0.08054 -0.4055 -0.4135 0.2107
O -1.87898 -3.30144 0.39346 2.4515 -5.3673 -8.6657
C 0.22102 1.14456 0.65146 -2.3808 -0.6369 -2.0924
H -3.94798 -2.12644 2.59946 0.1268 -0.0798 -0.5240
H 5.36602 -0.70144 -1.50554 0.2130 -0.3627 0.5904
H 0.61202 -2.00144 -0.71254 -1.2394 -0.7473 -0.4614
C 6.01302 0.75456 0.72646 1.5881 1.1029 2.3387
H -0.66798 -1.00144 -1.56254 -0.8574 -0.3107 0.4388
H 3.98102 -1.62544 -0.76854 0.3754 -0.0995 0.1012
O 2.24002 2.79256 -1.73354 0.2082 -0.7479 -0.9307
C -3.32298 0.65156 -0.24354 -0.7872 -0.8526 1.4911
H -1.80998 -2.93444 3.50946 0.0536 0.0433 0.8618
O -5.19198 0.77856 -1.66054 -3.0547 -3.0784 -6.8503
C -3.75498 -2.75544 1.70546 0.5328 1.5707 1.5737
H -4.21898 -3.66244 1.94246 -0.5029 -1.7480 -0.0627
H 2.15902 4.67256 -2.57754 0.1954 -0.2450 -0.1598
O 1.25002 -0.56644 -1.71954 1.5151 2.1233 -1.6085
H 4.08102 -0.03444 1.26946 -0.3694 1.4448 -0.4360
H 1.53102 4.47456 -0.95954 0.7134 0.6729 0.0059
C 2.36402 4.17856 -1.62754 -1.6800 0.3581 0.2373
H 0.94602 0.12756 -2.32354 0.5649 0.0465 0.0936
H -0.27198 0.17456 0.61146 -0.7178 -0.0310 0.3604
C -2.27098 -2.80244 1.45846 -0.9268 4.2497 7.5840
O 5.25902 -1.44344 1.23946 3.6363 -8.2368 4.4892
H -2.58298 0.80556 -0.96954 0.6305 0.6212 -1.6525
C -4.73398 1.19856 -0.56954 4.0874 4.7439 5.4199
C 0.27202 -1.52144 -1.64754 -0.1584 -0.0834 2.4425
C 4.58302 -0.70844 -0.73654 -0.0348 0.7231 -0.0333
H -4.18598 3.29656 0.00546 -0.0587 -0.7389 -0.6188
H -1.89598 -1.76144 1.36046 -0.4667 0.6287 1.3937
H 0.03602 1.62156 1.55646 -0.0464 0.6854 1.8563
H 2.13102 2.47256 -0.84054 -0.0168 -0.6868 0.4806
H -5.45098 3.20556 -1.13154 -1.4881 -0.0091 -0.1483
C -4.56698 2.68956 -0.86154 0.9769 1.6091 2.2679
H 0.23802 -2.15644 -2.47654 0.1142 -1.2934 -1.2642
H 3.91002 0.00856 -1.06154 -1.4590 1.6501 -1.0277
C -1.53898 -3.47244 2.62746 -0.7564 -1.2849 -0.8093
H 6.58302 0.74956 1.73346 -0.7188 -0.2057 -1.5048
C 4.98202 -0.32344 0.72146 -3.3599 3.3392 -4.8455
H -1.85298 -4.56544 2.68246 0.2203 1.3166 0.1030
O 1.52002 0.94356 0.39246 3.3482 0.9085 0.9075
H -2.27298 -2.87144 -0.36354 -0.0706 -0.0125 -0.4156
H -3.93398 2.90156 -1.70054 0.7834 -0.4270 -0.4229
H 4.82202 -2.21944 0.82646 0.5657 1.2004 0.4505
H -4.21298 -2.28344 0.88246 -0.9208 0.4912 -1.0835
H -5.45498 -0.09944 -1.48954 -0.7578 -1.9272 -0.6458
H -5.44298 1.08656 0.26146 0.2633 -0.1504 0.4055
H -0.46998 -3.47144 2.46346 0.2632 0.1840 0.0454



55
Properties=species:S:1:pos:R:3:forces:R:3 method="wB97M-V/def2-TZVPD" homo_ev=-9.110 de_lowest_kj_mol=0.0 charge=0 largest_force_ev_per_a=7.12 lumo_ev=0.403 total_energy_ev=-36140.9553
H -27.01691 -29.08124 22.01307 -0.4459 1.0407 -1.0724
C -29.77779 -32.31889 28.16125 -0.3381 -3.3441 2.5403
H -25.40482 -30.39734 23.75026 -0.9625 -1.9405 2.1733
H -25.58593 -27.85526 28.61298 -0.6219 0.2295 -1.3309
O -29.53565 -26.53381 29.66224 -1.5781 -0.7492 -3.5722
H -26.25592 -27.98258 24.20924 -0.9472 0.7106 -1.5957
S -27.62500 -29.02961 27.99712 3.0841 0.0544 0.5040
H -28.58315 -27.97986 22.11186 -0.6410 0.5745 -1.4817
O -26.80793 -30.28258 27.65937 -1.8128 1.0751 0.0458
H -25.56363 -32.24491 26.47525 -1.0928 -1.0076 0.5743
H -26.89519 -30.67297 24.81757 0.4124 0.0123 0.2390
O -28.50643 -32.79093 27.76344 0.3540 0.3492 -1.8655
C -32.26113 -29.67059 24.24010 -3.1016 3.6052 -5.3015
C -28.47079 -28.42997 26.60148 -1.2730 -0.9102 -2.5884
H -30.46879 -31.53596 26.41567 -0.6167 -1.3994 -0.1577
C -26.30190 -27.75004 27.74281 -0.2796 0.9901 1.0511
H -31.89293 -32.06699 27.32233 1.4467 -1.1640 -0.1378
H -30.97670 -26.06540 27.57529 0.0049 -2.1426 -1.1208
H -25.86995 -27.85473 26.73920 0.2067 -0.8041 0.4606
C -29.72554 -25.24706 29.23167 -2.8720 2.0396 -1.2699
H -30.66536 -33.36905 26.58414 -0.6228 -0.2087 -0.4298
H -33.40452 -29.61748 24.03078 1.8213 0.3260 0.0538
H -24.83518 -30.69385 26.29494 -0.1284 -0.5626 -0.0348
H -28.19131 -32.06285 27.17554 0.4376 -0.9136 0.6358
H -31.39967 -24.42397 27.81050 1.6246 -1.3476 0.8812
C -31.51480 -28.34157 24.07920 0.2006 -3.1656 0.2305
C -25.10487 -31.62848 25.76325 1.5982 2.9782 -2.1452
O -23.85629 -32.19132 25.27408 0.0415 -3.7302 2.3122
H -31.48863 -26.76081 24.97942 -0.3031 0.1841 0.8266
H -27.75959 -28.64673 25.69907 -1.7816 0.4169 1.4357
H -31.86143 -30.30670 23.53842 0.8161 -2.0113 -1.4085
H -32.23367 -30.00753 25.14735 0.8500 -1.9591 5.3875
H -29.95662 -24.39154 29.94543 0.3591 -1.5062 0.0411
H -26.26535 -32.05666 23.94546 0.3415 0.5478 0.1325
H -23.68909 -33.10428 25.82980 -0.6027 3.5885 -2.2130
H -28.78577 -27.37721 26.68689 0.6816 -0.2397 0.1859
C -27.77231 -28.48624 22.54319 2.1683 -2.5576 3.2594
O -31.83833 -27.63832 25.18219 -0.7664 3.2916 2.1982
H -29.47839 -28.94054 26.53475 1.2293 0.0719 -0.3465
H -28.36368 -30.50166 23.00432 0.3761 1.9090 -0.0342
H -28.90822 -24.84186 28.64218 0.3696 -0.2805 -0.3534
H -27.74857 -26.99627 24.12919 0.7390 0.5072 -0.7171
C -25.95645 -31.15733 24.52756 0.6799 -0.0621 -1.0416
C -30.83451 -32.41315 27.04973 0.5864 3.1851 0.4910
H -30.47147 -28.58339 24.20762 0.7734 -0.2621 -0.9051
H -29.14291 -26.62414 30.44723 2.5096 -0.2960 4.7542
H -29.50774 -31.37058 28.50935 -0.8903 1.9862 0.7839
O -28.38546 -29.57091 23.35896 -0.3479 -0.0455 0.1778
C -31.02726 -25.41084 28.36938 -3.1155 5.5373 1.6698
H -26.72582 -26.71423 27.65787 0.1403 -0.8300 0.7991
H -31.69281 -27.77968 23.19026 -0.2786 0.0450 -1.0498
H -26.43327 -26.84040 22.72212 -0.3814 0.2295 1.0273
H -29.97499 -33.00893 29.10552 -0.2162 1.5008 -1.8004
C -26.97684 -27.45283 23.47178 -0.5689 -2.2394 0.2134
H -32.06063 -25.37987 29.01001 2.7343 -1.3072 -1.1114



60
Properties=species:S:1:pos:R:3:forces:R:3 method="wB97M-V/def2-TZVPD" homo_ev=-8.594 de_lowest_kj_mol=667.7 charge=0 largest_force_ev_per_a=7.80 lumo_ev=0.241 total_energy_ev=-90312.3040
H -33.14413 -28.49511 31.57109 -1.5446 -0.1271 -1.5577
H -30.94906 -26.67032 26.13099 1.1753 0.2338 0.8709
O -36.31400 -30.12761 31.01368 -1.0473 0.0689 -1.0450
H -28.06977 -34.33825 24.05558 0.3730 -0.8525 -0.4948
H -28.47713 -32.81492 29.91609 -0.7482 -2.5683 -0.3792
H -38.75689 -36.41323 32.23277 -1.9853 -1.7847 -0.7039
H -33.72520 -33.44580 29.22076 -0.1183 -0.8879 -0.7755
C -31.52496 -30.88607 27.38787 -1.9394 0.6687 3.5815
H -33.36889 -29.97505 30.67350 0.0865 -1.1438 0.4863
C -28.72219 -31.25599 24.46137 7.5311 0.3665 1.0396
H -31.05293 -30.50644 26.55329 0.4529 0.2026 -2.4234
S -29.04750 -32.82955 25.29446 2.9936 1.6336 3.0861
S -37.64632 -34.72925 30.96677 0.5486 -2.1835 -3.3606
H -37.11533 -36.19047 32.78336 -0.9170 0.5203 0.0856
H -29.58188 -30.93671 24.22575 -6.7972 2.2864 -2.4213
H -30.97765 -26.52434 24.31962 0.9225 0.2664 0.0712
O -36.97014 -35.63598 29.84807 -1.4443 1.9318 3.0483
H -33.73585 -28.48705 25.37383 -0.8914 2.6970 1.1517
H -33.71904 -27.51848 26.96579 0.3299 -0.0072 0.2095
H -35.24863 -30.71575 33.89250 -1.5815 0.1901 2.2903
H -34.95976 -31.76962 32.58367 0.3236 -0.0160 -0.7293
O -27.72441 -33.13850 26.06607 -2.2518 0.1988 -1.0659
H -32.05200 -29.99298 27.89306 0.4649 -1.4739 -0.6918
H -28.15567 -34.77546 29.53818 -2.5036 2.4818 1.0769
H -30.73449 -31.19686 28.04949 0.3242 -0.2301 0.4939
H -32.47229 -32.36137 29.62101 2.9422 -0.1370 1.7077
H -31.13945 -36.01009 31.03941 1.9979 -4.1540 -0.2071
C -34.80084 -30.78199 32.97452 3.8993 2.7102 -0.4354
S -35.41524 -29.38683 31.91320 0.8465 -1.8596 0.9136
H -34.35010 -28.86488 29.98411 0.3344 1.4904 0.0494
C -29.00235 -33.88485 29.79668 2.9729 0.4094 -1.8675
H -31.21644 -28.12957 25.04075 -0.7712 1.4012 0.4232
H -36.85478 -33.66181 32.74167 -0.1723 1.6723 0.5353
H -38.47464 -34.92552 33.16503 0.4046 -0.9855 -0.4070
H -32.01034 -34.99765 31.49494 -1.8648 1.6769 1.1889
C -33.17077 -32.58272 28.91399 -2.7222 3.1726 -0.0814
H -28.41595 -30.42503 25.23696 -0.1806 -2.1358 -0.9421
H -29.69924 -33.75629 28.90886 0.7005 -0.3603 1.0843
S -32.60314 -32.36871 27.19890 -0.0861 0.2264 -0.5884
C -38.06820 -35.69518 32.45611 2.7398 2.0215 0.6745
H -33.87438 -31.69040 29.25027 0.7268 -1.4817 -1.5262
C -31.23114 -35.04191 30.80415 -0.7608 2.9573 -2.6565
H -35.02433 -27.04167 25.88047 1.6266 -0.8255 -0.3881
O -33.39045 -26.19396 23.69732 0.7385 0.0453 2.2770
C -33.93412 -27.41023 25.90688 -1.9925 -3.1252 -0.0876
C -29.10146 -34.05410 24.07932 1.8716 5.1946 -5.5065
H -35.61942 -34.43797 32.05337 1.8975 -2.1114 0.3501
S -32.94884 -26.21232 25.17767 -0.4816 0.6943 -3.2708
H -29.48821 -33.52703 22.99080 1.2369 -1.5853 2.9579
C -31.34401 -27.00797 25.21377 -0.6518 -1.4070 -1.2433
O -31.62570 -33.44109 26.85697 -0.2956 -0.2108 0.4616
S -29.96322 -33.88158 31.29929 -0.5435 0.2713 -0.9056
H -29.80367 -34.67551 24.34947 -3.2889 -3.8403 1.3954
C -36.39687 -33.81885 31.79061 0.4922 1.2594 -1.3442
H -31.61323 -34.81616 29.73625 0.7660 -0.5140 1.8025
H -27.99078 -31.06767 23.54379 -1.3304 -1.1579 1.9344
C -33.91523 -29.09630 30.95481 1.0180 0.1094 0.9216
O -30.63612 -32.54727 31.10151 -0.0544 -0.1527 0.6985
H -33.67973 -30.44849 33.24094 -2.1526 -1.3725 -0.8007
H -35.86824 -33.04354 31.14634 -1.6187 -0.3675 1.0389



61
Properties=species:S:1:pos:R:3:forces:R:3 method="wB97M-V/def2-TZVPD" homo_ev=-16.469 de_lowest_kj_mol=182.0 charge=+3 largest_force_ev_per_a=3.22 lumo_ev=-13.489 total_energy_ev=-94982.7681
C -1.00590 4.58952 -2.42803 -0.2055 -0.3551 1.5066
C 2.45390 -2.26442 -4.17568 -0.0957 0.5695 -0.6539
C -3.07421 -4.06922 1.74009 1.0028 -0.0003 0.6998
H 3.03751 -5.63784 -0.78377 -0.1114 0.0150 -0.1606
C -2.91398 1.25842 3.10849 1.0508 -0.3899 -0.1564
H -2.55669 -4.54621 0.90778 -0.2068 0.1854 -0.1183
H -1.95815 4.27625 -2.00002 -0.1312 0.1010 -0.2800
C 1.42676 3.41096 4.06365 -1.0995 0.0082 -0.8549
C 2.16003 0.38369 -3.99820 0.1556 -0.2669 -0.2417
H -0.60107 5.37162 -1.78574 0.0267 0.1166 -0.1105
H -4.08943 -3.73479 1.52660 0.3628 0.3594 -0.1230
C 3.05504 -4.60943 -0.42304 -0.6412 0.0305 -0.0919
H -4.93115 0.88553 -0.05520 0.5542 0.4713 -0.2099
C 0.50753 4.60601 1.64330 0.2819 -0.0824 0.1673
S -1.93998 -2.73743 2.38407 1.0053 0.2072 -1.3301
S 1.40524 -4.23768 0.23012 -0.8676 0.5497 -0.5599
H -4.36571 -0.36596 0.96272 0.3243 0.0857 0.5499
H 2.55467 -3.30827 -3.87849 0.3020 0.3294 0.6330
Tl 0.59757 -0.04238 0.28058 -0.4474 0.1105 -0.0430
H 0.35750 3.21543 3.98267 -0.1264 -0.5174 0.1355
H -1.88315 1.41944 3.42404 0.1274 0.6250 -0.2348
H 0.75129 -3.91253 -2.04934 -0.2280 0.0355 -0.0591
O 0.21959 2.66345 -0.76219 -0.0317 1.0265 -1.9205
H 1.40862 -1.99291 -4.32316 -0.0737 -0.1765 0.4054
H -2.98157 0.18129 3.26119 -0.7491 -0.0519 -0.2328
H -3.11568 -4.78630 2.55995 -0.0796 -0.0285 0.1009
H 2.33167 0.34102 -5.07376 0.2548 0.2595 0.0586
H 3.77287 -4.56508 0.39602 -0.1614 0.2805 0.0197
S -3.04960 1.70981 1.33778 -0.1975 -1.6705 -0.4059
H 0.34668 -3.09653 3.03710 -0.1791 0.1767 -0.3660
H 3.25261 -3.88614 -1.21420 0.1791 -0.0220 0.0426
H -3.56334 1.85539 3.74884 -0.2273 -0.1348 -0.3209
S 1.91198 3.57736 2.30092 -0.3640 0.1765 0.2814
H 2.86921 -2.21496 -5.18225 0.4126 0.1817 0.0158
C -0.54809 -3.71562 3.10200 -0.4282 0.3934 0.1750
H 1.10599 0.16195 -3.83110 0.1162 -0.6778 0.2049
H 1.43810 4.34057 4.63267 0.8044 0.0595 -0.2045
O 2.46812 -0.96077 -1.78945 0.8274 -0.3781 -0.4877
H -0.75200 -4.06503 -1.02856 0.3760 0.3762 0.3910
H -0.36524 -4.67015 2.60852 -0.2460 0.0292 -0.0058
H -0.32813 3.94180 1.42285 0.1165 -0.1575 0.0140
O 1.31270 -2.78802 0.64941 0.2944 -0.2020 0.0306
S 3.22009 -0.92108 -3.15169 -3.1609 0.4404 0.4011
H 0.14267 -5.50308 -1.46332 0.3298 -0.0465 0.0291
H 1.95611 2.56482 4.50173 0.1274 0.3134 -0.0654
S 0.08397 3.13983 -2.24885 1.1523 -0.0198 -0.2868
O 1.91171 2.18824 1.70314 -0.2979 0.2772 -0.0806
C 0.24890 -4.44160 -1.23954 0.9669 -0.2797 0.4064
H -0.72300 -3.81929 4.17287 -0.3365 -0.3507 -0.0838
H 0.80256 5.15600 0.74967 0.3125 -0.4294 0.0182
O -1.87386 1.07234 0.55193 -0.8909 0.7391 0.9842
H 2.25767 1.38801 -3.58603 0.8699 -0.2407 -0.0171
H 0.23047 5.36636 2.37352 0.1406 -0.2116 0.3237
H 1.55300 4.87064 -3.48567 -1.1108 -0.4155 -0.5294
O -1.31874 -2.04550 1.13245 -0.7337 -0.8038 1.0077
H 2.49852 3.53097 -3.02044 -0.2507 -0.4149 0.6279
H -5.43952 0.97495 1.55545 0.4252 0.0611 0.5886
C 1.61906 4.09952 -2.71813 0.0531 0.4736 0.6702
C -4.56945 0.70481 0.95703 0.0567 0.1735 -0.6634
H 1.78027 4.74997 -1.85846 0.4754 -0.4652 0.4285
H -1.10250 4.94224 -3.45484 0.1949 -0.4483 -0.0187